Computed, not measured: a 2-piece molecular cluster, C6H10N3OS overall at a distorted geometry, with ωB97M-V/def2-TZVPD.

Structure (XYZ):
```
21
Properties=species:S:1:pos:R:3:forces:R:3
C -0.7192 -2.7590 -1.1822 -2.29 1.85 -3.16
C 0.1217 -1.7212 -1.1027 1.10 -1.91 3.08
C -0.6192 -3.7351 -0.0035 -0.62 0.56 -4.27
C -1.0040 1.8670 -0.6160 1.89 -0.24 -0.16
C 0.7308 -1.9027 1.0027 0.10 0.72 1.92
C -0.4268 2.1932 -1.9005 3.43 1.01 -1.41
N -0.2917 1.4368 0.3432 1.32 1.01 -0.66
N 0.1589 -3.1752 0.8907 1.38 -1.68 3.97
N 1.0424 -1.3942 -0.2612 -1.65 1.13 -3.83
O -1.2171 -4.7685 -0.0710 0.11 -0.31 1.16
S -0.3465 -0.8031 2.3573 0.59 -1.02 -0.70
H -1.6303 -2.8142 -1.9097 1.82 0.01 1.73
H 1.7279 -1.9732 1.4574 -0.67 -0.04 0.55
H -0.5685 3.0836 -2.5253 -1.04 0.41 1.06
H 0.7310 2.2049 -1.8897 -1.71 -0.43 0.40
H -0.6995 1.4575 -2.6242 -0.39 -1.10 -0.34
H 0.7202 1.4619 0.2080 -0.13 -0.21 0.34
H 0.4095 -3.8015 1.6523 -0.16 0.20 0.03
H -0.6454 1.0208 1.2027 -0.15 -0.30 0.30
H -1.9937 1.7414 -0.4287 -3.18 0.20 0.05
H -1.4841 -1.5199 2.2225 0.25 0.14 -0.09
```
Positions in Å, forces in eV/Å.

## Properties
* Kohn-Sham gap (alpha / beta): 7.3 / 7.3 eV
* multiplicity: 1
* relative energy (zero: lowest compared OMol25 entry of this formula, charge and spin): 107.0 kcal/mol
* HOMO level (alpha / beta): -12.539 / -12.540 eV
* charge: +1

Computed, not measured: CH5Na7O6 as an isolated structure at a distorted geometry, with ωB97M-V/def2-TZVPD.

Structure (XYZ):
```
19
Properties=species:S:1:pos:R:3:forces:R:3
Na 11.2100 -14.4346 1.1050 0.56 -1.01 -0.45
Na 9.7388 -15.2185 6.8243 0.93 -0.15 0.54
Na 8.9035 -17.2206 4.1535 0.56 -0.85 -1.44
Na 9.5246 -10.9370 3.2638 0.72 0.91 -0.06
Na 7.3024 -13.1202 5.6389 -0.54 -0.13 0.58
Na 8.1818 -13.4055 2.3457 -0.14 -1.29 -0.56
Na 13.0370 -12.4214 4.2388 0.62 -0.27 0.39
O 10.2978 -16.9002 2.1903 -0.97 0.15 0.87
H 10.3537 -15.9541 2.2568 0.07 1.09 0.48
C 10.2821 -13.7921 4.3993 1.69 -0.82 -0.47
O 10.4504 -13.3283 3.2142 -0.70 2.14 -2.02
O 11.2671 -13.7660 5.1854 -1.07 -0.03 0.33
O 9.1419 -14.3465 4.6317 -1.59 0.32 1.52
O 10.8987 -12.5130 7.6267 -0.55 -0.30 -0.42
H 11.0288 -12.8941 6.7439 0.17 0.01 0.26
H 10.0102 -12.7657 7.9104 0.19 0.41 0.45
O 12.8927 -16.2473 5.3342 -0.29 0.26 0.07
H 12.1571 -16.8353 5.5360 0.33 -0.35 -0.13
H 12.5029 -15.3716 5.2565 0.04 -0.09 0.07
```
Positions in Å, forces in eV/Å.

## Properties
* Kohn-Sham gap: 4.1 eV
* multiplicity: 1
* relative energy (zero: lowest compared OMol25 entry of this formula, charge and spin): 0.0 kcal/mol
* HOMO level: -19.732 eV
* charge: +4

Computed, not measured: F3FeH6O3 as an isolated structure at a distorted geometry, with ωB97M-V/def2-TZVPD.

Structure (XYZ):
```
13
Properties=species:S:1:pos:R:3:forces:R:3
Fe 0.7526 -0.0315 -0.4909 3.33 -0.73 -1.76
F 2.2019 -1.4361 0.1983 -1.09 0.05 -0.03
F 2.1393 1.4282 -0.1579 -0.86 0.26 0.42
F 1.0092 -0.2834 -2.4798 -0.82 0.18 0.86
O -0.8926 1.4500 -0.7137 -0.75 0.39 -0.03
H -1.7373 1.2947 -1.1525 0.23 -0.07 -0.11
H -1.0621 2.1358 -0.0581 0.28 -0.04 -0.04
O 0.3195 0.1752 1.5692 -0.64 0.70 1.29
H 0.7220 0.9629 1.9628 0.41 -0.19 -0.43
H -0.1604 -0.2648 2.2775 0.14 -0.22 -0.18
O -0.8511 -1.5220 -0.3994 -0.72 -0.60 0.12
H -0.6813 -2.4709 -0.4653 0.38 0.21 -0.06
H -1.7597 -1.4381 -0.0902 0.12 0.06 -0.04
```
Positions in Å, forces in eV/Å.

## Properties
* Kohn-Sham gap (alpha / beta): 6.2 / 4.9 eV
* multiplicity: 5
* relative energy (zero: lowest compared OMol25 entry of this formula, charge and spin): 7.0 kcal/mol
* HOMO level (alpha / beta): -3.758 / -2.397 eV
* charge: -1

Computed, not measured: C46H37ClFN4O2S2Sc as an isolated structure, with ωB97M-V/def2-TZVPD.

Structure (XYZ):
```
94
Properties=species:S:1:pos:R:3:forces:R:3
Sc -0.0081 -0.1707 0.6760 -0.06 -0.10 -0.14
Cl -1.5660 6.3230 4.0637 0.00 0.00 0.00
C -1.3774 4.9164 3.0253 0.00 -0.01 0.02
C -1.0124 5.0892 1.6908 0.01 0.00 -0.01
C -0.8875 3.9933 0.8700 0.00 0.02 -0.01
C -1.1155 2.6702 1.3354 0.00 -0.02 0.04
O -1.0626 1.6760 0.5312 0.00 0.00 -0.05
C -1.4211 2.5280 2.7210 0.01 0.00 0.00
C -1.5799 1.2180 3.3183 0.00 0.00 -0.01
N -1.2095 0.1336 2.7647 0.00 -0.03 0.01
C -1.3262 -1.1035 3.4235 0.00 0.01 0.00
C -1.3578 -1.2716 4.7955 0.01 0.00 0.00
C -1.4540 -2.5438 5.3580 0.00 -0.01 0.00
C -1.4875 -3.6431 4.5150 0.00 0.01 0.01
C -1.4431 -3.5060 3.1310 0.00 0.00 0.00
C -1.2514 -4.6377 2.2357 -0.01 0.01 0.00
C -1.3887 -4.4487 0.9250 0.01 -0.01 -0.01
C -1.9136 -3.1111 0.4604 0.00 -0.01 -0.01
N -1.3059 -2.0014 1.1972 -0.04 -0.02 0.02
C -1.3712 -2.2117 2.5341 0.00 0.02 -0.01
C -1.5760 3.6545 3.5331 0.00 0.02 -0.01
H -0.8259 6.0860 1.3088 0.00 0.00 0.00
H -0.5914 4.1055 -0.1643 0.00 0.00 0.00
H -2.0327 1.2017 4.3167 0.00 -0.01 0.00
H -1.2754 -0.4050 5.4414 0.00 0.00 0.00
H -1.4617 -2.6684 6.4338 0.00 0.00 0.00
H -1.5074 -4.6460 4.9326 0.00 0.00 0.00
H -0.9136 -5.5827 2.6508 0.00 0.00 0.00
H -1.1591 -5.2234 0.2026 0.00 0.00 0.00
H -2.9993 -3.1068 0.6929 0.01 0.00 0.01
H -1.8363 3.5258 4.5781 0.00 0.00 0.00
C 2.7383 3.6239 -0.5824 0.01 -0.03 -0.01
C 2.3421 2.2944 0.0196 0.00 -0.10 0.03
N 1.4360 1.5548 -0.5212 0.01 0.02 0.01
N 0.9865 2.0709 -1.7373 0.01 0.02 0.02
C 0.1545 1.3263 -2.3755 -0.02 -0.02 0.03
S -0.5819 -0.1669 -1.9854 0.03 0.05 0.02
S -0.3255 1.9086 -3.9942 -0.01 0.00 -0.01
C 0.6708 3.3991 -4.1873 0.01 0.02 -0.03
C 0.0958 4.6869 -3.6442 -0.01 -0.02 0.01
C -0.9147 4.7081 -2.6910 0.02 0.00 0.00
C -1.3860 5.9135 -2.1868 0.01 0.00 0.00
C -0.8589 7.1166 -2.6334 0.00 0.00 0.00
C 0.1477 7.1067 -3.5900 0.00 0.00 0.00
C 0.6179 5.9006 -4.0876 0.00 0.00 0.00
C 3.0688 1.8464 1.2291 -0.05 0.05 -0.03
C 4.3689 2.3166 1.4382 0.02 -0.01 0.02
C 5.1337 1.9422 2.5289 -0.03 -0.01 0.00
C 4.5740 1.0758 3.4681 0.00 0.01 -0.02
C 3.2945 0.5977 3.2975 0.01 -0.01 0.00
C 2.5074 0.9459 2.1746 0.08 0.02 -0.06
O 1.3163 0.4617 2.0692 -0.02 0.14 0.14
H 1.8678 4.1042 -1.0216 -0.01 0.00 0.01
H 3.4650 3.4850 -1.3889 0.00 0.00 0.00
H 3.1750 4.2708 0.1754 0.00 0.00 0.00
H 0.8473 3.5044 -5.2603 0.01 0.00 0.00
H 1.6278 3.2008 -3.7005 -0.01 -0.01 0.01
H -1.3230 3.7695 -2.3370 -0.01 0.00 0.01
H -2.1596 5.9043 -1.4285 0.00 0.00 0.00
H -1.2259 8.0549 -2.2354 0.00 0.00 0.00
H 0.5696 8.0392 -3.9465 0.00 0.00 0.00
H 1.4091 5.8960 -4.8306 0.00 0.00 0.00
H 4.8065 2.9849 0.7066 0.00 0.00 0.00
H 6.1437 2.3152 2.6449 0.00 0.00 0.00
H 5.1481 0.7715 4.3371 0.00 0.00 0.00
H 2.8435 -0.0809 4.0114 0.01 0.00 0.00
F 1.8455 -5.9578 -3.4294 0.00 -0.01 0.00
C 1.8507 -4.9048 -2.5424 0.00 0.01 0.00
C 2.0147 -3.6195 -3.0188 0.00 -0.01 0.00
C 2.0110 -2.5630 -2.1211 0.00 0.00 0.01
C 1.8430 -2.7502 -0.7327 0.00 0.01 -0.01
C 1.8188 -1.6333 0.1980 -0.02 0.05 0.00
C 1.6712 -4.0830 -0.3123 0.00 -0.01 0.00
C 1.6734 -5.1524 -1.1984 0.00 -0.01 0.00
H 2.1332 -3.4511 -4.0825 0.00 0.00 0.00
H 2.1181 -1.5518 -2.4945 0.00 0.00 0.00
H 2.5198 -0.8476 -0.0995 0.00 0.00 0.01
H 2.0421 -1.9496 1.2223 0.00 -0.02 0.00
H 1.5220 -4.2749 0.7435 0.00 0.00 0.00
H 1.5320 -6.1698 -0.8517 0.00 0.00 0.00
C -1.8080 -2.9301 -1.0505 0.00 0.01 0.00
C -2.5354 -4.0061 -1.8103 -0.01 0.00 0.00
C -3.9271 -4.0898 -1.7705 -0.01 -0.01 0.00
C -4.6053 -5.0894 -2.4522 0.00 0.01 0.00
C -3.9017 -6.0291 -3.1951 0.00 0.00 0.00
C -2.5171 -5.9528 -3.2499 0.00 0.00 -0.01
C -1.8435 -4.9505 -2.5642 0.00 0.01 0.02
H -2.2475 -1.9632 -1.2995 0.01 0.01 0.00
H -0.7583 -2.9051 -1.3495 0.00 0.00 0.00
H -4.4822 -3.3551 -1.1978 0.00 0.00 0.00
H -5.6875 -5.1331 -2.4067 0.00 0.00 0.00
H -4.4297 -6.8102 -3.7297 0.00 0.00 0.00
H -1.9526 -6.6743 -3.8289 0.00 0.00 0.00
H -0.7624 -4.8915 -2.6087 0.00 0.00 0.00
```
Positions in Å, forces in eV/Å.

## Properties
* Kohn-Sham gap: 5.5 eV
* multiplicity: 1
* relative energy (zero: lowest compared OMol25 entry of this formula, charge and spin): 2.0 kcal/mol
* HOMO level: -1.443 eV
* charge: -2